The following is a quantum chemistry calculation of C4H7N3 in the gas phase at a distorted geometry, from the OMol25 dataset.

Summary:
- charge = 0
- HOMO energy (Eh) = -0.34227
- largest force on an atom (eV/A) = 4.2
- SMILES string = Cc1ncn(C)n1

```
14
Properties=species:S:1:pos:R:3:forces:R:3
C -2.062 0.846 1.276 -0.1 0.3 0.2
C -0.987 0.434 0.343 1.3 -0.7 0.7
N -1.016 0.671 -0.981 1.6 1.6 -0.4
C 0.225 0.325 -1.313 -1.7 -2.0 -2.8
N 0.757 -0.550 -0.450 -0.1 3.9 1.5
C 2.076 -1.113 -0.469 0.5 -0.9 0.5
N 0.133 -0.166 0.738 -1.1 -2.3 1.0
H -2.571 -0.021 1.674 -0.2 -0.2 0.2
H -1.675 1.428 2.112 0.2 -0.1 0.0
H -2.790 1.474 0.769 0.0 -0.1 -0.2
H 0.659 0.519 -2.280 0.0 -0.2 -0.3
H 1.991 -2.201 -0.277 0.1 0.6 -0.2
H 2.729 -0.695 0.304 -0.3 0.1 -0.1
H 2.531 -0.950 -1.445 -0.1 0.0 0.0
```
Forces are in eV/Å.

The following is a quantum chemistry calculation of C4H7N3 in the gas phase, from the OMol25 dataset.

Summary:
- charge = 0
- HOMO energy (Eh) = -0.33246
- largest force on an atom (eV/A) = 0.4
- SMILES string = [H]/N=C1\CCN\C1=N\[H]

```
14
Properties=species:S:1:pos:R:3:forces:R:3
H -2.698 0.518 -0.476 0.0 -0.1 0.1
N -2.197 0.039 0.276 0.3 0.1 -0.2
C -0.957 -0.024 0.035 -0.3 0.0 0.0
C -0.134 0.464 -1.139 0.0 0.1 -0.1
C 1.305 0.468 -0.595 0.0 0.1 -0.1
N 1.253 -0.522 0.470 0.0 0.0 0.1
C -0.006 -0.665 1.014 0.1 -0.1 0.2
N -0.264 -1.229 2.122 0.0 0.2 -0.3
H -1.276 -1.223 2.260 0.1 0.0 0.0
H -0.231 -0.251 -1.964 0.0 0.1 0.1
H -0.457 1.444 -1.501 0.0 -0.1 0.1
H 1.573 1.466 -0.220 -0.1 -0.1 0.0
H 2.041 0.188 -1.355 -0.1 0.0 0.1
H 2.047 -0.673 1.072 -0.1 0.0 -0.1
```
Forces are in eV/Å.

The following is a quantum chemistry calculation of C4H7N3 as an isolated structure at a distorted geometry, from the OMol25 dataset.

Summary:
- charge = 0
- HOMO energy (Eh) = -0.30175
- largest force on an atom (eV/A) = 5.7

```
14
Properties=species:S:1:pos:R:3:forces:R:3
C 2.007 0.345 0.298 1.1 0.4 -1.0
C 1.844 0.634 -1.059 2.1 1.1 -0.9
C 0.761 0.183 0.811 -0.6 -0.2 -0.4
C -1.923 -0.761 0.528 2.4 -0.9 1.2
N 0.573 0.630 -1.391 0.3 0.1 -0.5
N -0.024 0.336 -0.272 -2.6 0.0 -0.8
N -1.429 0.244 -0.362 -0.8 0.8 -4.1
H 2.968 0.300 0.703 1.0 -0.1 1.1
H 2.641 1.007 -1.774 -1.2 -0.9 0.9
H 0.356 -0.029 1.778 0.2 0.1 0.2
H -2.528 -1.423 -0.022 -0.4 -1.4 -0.4
H -0.977 -1.229 1.092 -2.5 0.2 -1.5
H -2.528 -0.370 1.306 -0.6 0.8 0.8
H -1.739 0.132 -1.636 1.8 0.1 5.4
```
Forces are in eV/Å.

The following is a quantum chemistry calculation of a 2-piece molecular cluster, C4H7N3 overall at a distorted geometry, from the OMol25 dataset.

Summary:
- charge = 0
- HOMO energy (Eh) = -0.37024
- largest force on an atom (eV/A) = 1.1
- SMILES string = [H]/N=C(/N)C#N.C=C

```
14
Properties=species:S:1:pos:R:3:forces:R:3
H -2.258 -0.795 0.554 0.1 0.1 0.0
N -1.318 -0.480 0.334 -0.1 0.4 0.0
C -1.269 0.793 0.236 0.0 -0.2 0.0
N -0.121 1.478 -0.018 0.0 0.0 -0.1
C -2.449 1.648 0.402 -0.9 0.5 0.1
N -3.410 2.280 0.515 1.0 -0.6 -0.1
H 0.672 0.931 -0.333 -0.1 0.1 0.1
H -0.152 2.457 -0.245 -0.1 -0.1 0.0
C 1.575 -1.219 -1.144 0.1 0.0 0.2
C 1.917 -0.968 0.117 0.0 -0.1 -0.2
H 0.553 -1.503 -1.388 0.2 0.1 0.0
H 2.289 -1.155 -1.962 -0.1 0.0 0.1
H 2.926 -0.674 0.397 -0.1 -0.1 -0.1
H 1.174 -1.040 0.908 0.1 0.0 -0.1
```
Forces are in eV/Å.

The following is a quantum chemistry calculation of C4H7N3 in the gas phase at a distorted geometry, from the OMol25 dataset.

Summary:
- charge = 0
- HOMO energy (Eh) = -0.31653
- largest force on an atom (eV/A) = 1.6

```
14
Properties=species:S:1:pos:R:3:forces:R:3
C -2.303 0.153 -0.141 -0.1 -0.1 0.0
C -0.925 -0.467 0.022 -0.1 -0.2 0.0
N 0.046 0.613 0.066 0.0 0.2 0.2
C 1.344 0.638 0.201 -0.6 0.4 0.0
N 2.100 -0.510 0.157 0.1 0.7 -0.1
C 3.333 0.058 0.067 1.6 -0.2 -0.1
N 4.309 0.680 0.004 -0.5 -1.0 0.0
H -2.362 0.714 -1.080 0.0 -0.1 0.1
H -2.506 0.847 0.684 0.0 -0.2 -0.1
H -3.079 -0.613 -0.140 0.0 0.1 0.0
H -0.692 -1.140 -0.811 -0.1 0.1 0.1
H -0.857 -1.036 0.956 -0.1 0.0 -0.1
H -0.323 1.550 0.131 -0.3 -0.2 0.0
H 1.914 -1.485 -0.114 0.1 0.6 0.1
```
Forces are in eV/Å.

The following is a quantum chemistry calculation of C4H7N3 in the gas phase at a distorted geometry, from the OMol25 dataset.

Summary:
- charge = 0
- HOMO energy (Eh) = -0.25519
- largest force on an atom (eV/A) = 2.7
- SMILES string = Nc1c[nH]c(N)c1

```
14
Properties=species:S:1:pos:R:3:forces:R:3
N 0.447 1.535 -1.831 -0.1 0.1 -0.2
C -0.022 0.691 -0.820 -0.4 0.3 0.1
C -1.264 0.159 -0.641 -0.2 0.1 -0.3
N -1.274 -0.579 0.575 0.2 -0.3 -0.3
C -0.004 -0.568 1.025 0.0 0.4 -0.4
N 0.728 -1.465 1.750 0.1 0.0 -0.3
C 0.776 0.319 0.297 -0.8 0.8 -0.2
H -0.156 1.549 -2.640 0.0 0.1 0.0
H 1.394 1.302 -2.108 -0.2 0.1 0.1
H -2.171 0.311 -1.197 -0.1 -0.1 0.0
H -1.912 -1.343 0.733 0.1 0.0 -0.1
H 1.630 -1.084 1.369 -0.1 -1.7 2.1
H 0.436 -1.849 2.644 0.7 0.4 -0.2
H 1.393 1.021 0.845 0.7 -0.4 -0.4
```
Forces are in eV/Å.

The following is a quantum chemistry calculation of C4H7N3 in the gas phase at a distorted geometry, from the OMol25 dataset.

Summary:
- charge = 0
- HOMO energy (Eh) = -0.29669
- largest force on an atom (eV/A) = 3.0
- SMILES string = CNc1cc[nH]n1

```
14
Properties=species:S:1:pos:R:3:forces:R:3
C -0.588 -1.123 1.590 0.0 0.6 0.0
N -0.444 -1.509 0.201 -0.4 0.0 -0.4
C -0.083 -0.396 -0.517 0.0 0.1 -0.1
C -0.237 0.917 0.033 -0.4 0.4 -0.9
C 0.520 1.701 -0.800 -0.2 0.1 -0.4
N 0.977 0.895 -1.772 0.4 0.3 -0.3
N 0.615 -0.401 -1.637 0.2 0.1 0.3
H 0.061 -0.128 1.641 -0.6 -2.5 1.4
H -1.604 -0.749 1.768 0.0 -0.1 0.0
H -0.495 -2.036 2.213 0.6 1.0 0.1
H 0.064 -2.355 -0.024 0.0 0.3 0.1
H -1.066 1.264 0.633 0.5 0.0 0.4
H 0.765 2.752 -0.762 -0.2 -0.1 -0.2
H 1.516 1.167 -2.569 0.2 0.0 -0.1
```
Forces are in eV/Å.

The following is a quantum chemistry calculation of a 2-piece molecular cluster, C4H7N3 overall at a distorted geometry, from the OMol25 dataset.

Summary:
- charge = 0
- HOMO energy (spin up / spin down) (Eh) = -0.24535 / -0.24538
- largest force on an atom (eV/A) = 5.2

```
14
Properties=species:S:1:pos:R:3:forces:R:3
C -1.948 0.798 -0.030 -3.1 3.8 -0.7
C -0.736 1.422 -0.022 -0.2 -2.5 -0.3
C 0.108 -1.978 -0.042 -3.2 -0.3 1.2
C 1.566 0.359 0.035 1.5 -1.5 1.3
N -1.897 -0.553 0.068 1.2 -0.1 -0.7
N 0.168 0.359 -0.005 -1.5 -0.9 0.2
N -0.562 -0.824 0.013 1.2 1.5 -0.2
H -3.257 1.749 -0.425 3.7 -3.2 1.5
H -0.292 2.353 0.096 -0.1 1.7 -0.2
H 1.073 -2.094 -0.356 2.1 0.4 -0.6
H -0.396 -2.789 0.417 -0.5 -0.6 -0.2
H 2.060 -0.428 0.670 -1.1 0.2 -0.6
H 2.117 0.415 -0.856 0.1 -0.9 -2.2
H 1.996 1.210 0.436 -0.2 2.4 1.5
```
Forces are in eV/Å.

Question: What is the formula in the fourth record?
Answer: C4H7N3

Question: Look up the largest force on an atom of the third one.
Answer: 5.7 eV/A

Question: What is the largest force on an atom in the seventh record?
Answer: 3.0 eV/A